(1)
# H2IO2PS

An isolated molecule of H2IO2PS at a distorted geometry (the ωB97M-V functional and the def2-TZVPD basis, the Open Molecules 2025 dataset).

Geometry as ORCA input:
```
! wB97M-V def2-TZVPD RIJCOSX def2/J DEFGRID3
* xyz 0 1
O 0.756 -1.289 -0.375
O 0.237 0.208 1.550
P -0.064 0.031 -0.021
S 0.597 1.885 -1.275
I -2.311 -0.707 -0.112
H 0.467 -1.275 -1.271
H 0.318 1.149 1.504
*
```

Values from the calculation:
E_LUMO in eV: -0.9908
E in eV: -32352.7976
Max |F| in eV Å⁻¹: 4.61
HOMO-LUMO gap in Ha: 0.2928
SMILES: OP(O)(=S)I
Energy relative to the best compared isomer or geometry (same formula, charge and spin) in eV: 1.577
M in g mol⁻¹: 223.96

(2)
# H2KO

A structure of composition H2KO at a distorted geometry (the ωB97M-V functional and the def2-TZVPD basis, the Open Molecules 2025 dataset).

Geometry as ORCA input:
```
! wB97M-V def2-TZVPD RIJCOSX def2/J DEFGRID3
* xyz 1 1
K 13.162 25.673 1.367
O 12.897 24.218 2.497
H 12.606 24.226 3.409
H 12.878 23.294 2.247
*
```

Values from the calculation:
E_LUMO in eV: -4.2113
E in eV: -18397.6011
Max |F| in eV Å⁻¹: 10.52
HOMO-LUMO gap in Ha: 0.5203
Energy relative to the best compared isomer or geometry (same formula, charge and spin) in eV: 2.296
M in g mol⁻¹: 57.11

(3)
# H2LiO

A structure of composition H2LiO at a distorted geometry (the ωB97M-V functional and the def2-TZVPD basis, the Open Molecules 2025 dataset).

Geometry as ORCA input:
```
! wB97M-V def2-TZVPD RIJCOSX def2/J DEFGRID3
* xyz 1 1
O 0.211 0.600 1.437
H -0.660 0.144 1.491
H 0.806 -0.053 1.004
Li -0.357 -0.690 -3.932
*
```

Values from the calculation:
E_LUMO in eV: -6.1083
E in eV: -2277.7715
Max |F| in eV Å⁻¹: 1.37
HOMO-LUMO gap in Ha: 0.2991
Energy relative to the best compared isomer or geometry (same formula, charge and spin) in eV: 1.562
M in g mol⁻¹: 24.96

(4)
# H2MgO

A structure of composition H2MgO at a distorted geometry (the ωB97M-V functional and the def2-TZVPD basis, the Open Molecules 2025 dataset).

Geometry as ORCA input:
```
! wB97M-V def2-TZVPD RIJCOSX def2/J DEFGRID3
* xyz 2 1
O 1.388 0.977 1.042
H 1.921 1.699 0.637
H 1.542 1.068 2.009
Mg -0.209 -0.148 -0.156
*
```

Values from the calculation:
E_LUMO in eV: -14.2237
E in eV: -7504.0631
Max |F| in eV Å⁻¹: 1.90
HOMO-LUMO gap in Ha: 0.3458
Energy relative to the best compared isomer or geometry (same formula, charge and spin) in eV: 0.421
M in g mol⁻¹: 42.32

(5)
# H2N2

An isolated molecule of H2N2 at a distorted geometry (the ωB97M-V functional and the def2-TZVPD basis, the Open Molecules 2025 dataset).

Geometry as ORCA input:
```
! wB97M-V def2-TZVPD RIJCOSX def2/J DEFGRID3
* xyz 0 1
H 0.928 -0.383 0.492
H -1.063 -0.230 0.383
N 0.661 0.183 -0.430
N -0.526 0.430 -0.445
*
```

Values from the calculation:
E_LUMO in eV: 0.8410
E in eV: -3010.2160
Max |F| in eV Å⁻¹: 4.07
HOMO-LUMO gap in Ha: 0.3802
SMILES: [H]/N=N\[H]
Energy relative to the best compared isomer or geometry (same formula, charge and spin) in eV: 0.500
M in g mol⁻¹: 30.03

(6)
# H2N2O2

A cluster of 2 separate species, H2N2O2 in total at a distorted geometry (the ωB97M-V functional and the def2-TZVPD basis, the Open Molecules 2025 dataset).

Geometry as ORCA input:
```
! wB97M-V def2-TZVPD RIJCOSX def2/J DEFGRID3
* xyz 0 1
N 0.899 0.695 0.335
N -0.952 -0.407 -0.438
O -1.062 -0.092 -1.560
O -1.481 -0.913 0.507
H 1.793 0.476 -0.125
H 0.804 0.241 1.281
*
```

Values from the calculation:
E_LUMO (spin up / spin down) in eV: -0.5426 / -0.5838
E in eV: -7101.7676
Max |F| in eV Å⁻¹: 3.32
HOMO-LUMO gap (spin up / spin down) in Ha: 0.3822 / 0.3250
Energy relative to the best compared isomer or geometry (same formula, charge and spin) in eV: 3.812
M in g mol⁻¹: 62.03

(7)
# H2N2O2S

A structure of composition H2N2O2S at a distorted geometry (the ωB97M-V functional and the def2-TZVPD basis, the Open Molecules 2025 dataset).

Geometry as ORCA input:
```
! wB97M-V def2-TZVPD RIJCOSX def2/J DEFGRID3
* xyz 0 1
N -0.536 -0.956 -0.088
N 0.674 -0.793 0.031
O -2.044 1.070 0.006
O 1.304 0.868 -0.044
S -2.005 -0.342 -0.128
H 0.908 -0.844 1.073
H 1.699 0.998 -0.850
*
```

Values from the calculation:
E_LUMO (spin up / spin down) in eV: -1.0187 / -1.0178
E in eV: -17937.6714
Max |F| in eV Å⁻¹: 6.03
HOMO-LUMO gap (spin up / spin down) in Ha: 0.3054 / 0.3054
Energy relative to the best compared isomer or geometry (same formula, charge and spin) in eV: 2.902
M in g mol⁻¹: 94.09

(8)
# H2N2O2S

A structure of composition H2N2O2S at a distorted geometry (the ωB97M-V functional and the def2-TZVPD basis, the Open Molecules 2025 dataset).

Geometry as ORCA input:
```
! wB97M-V def2-TZVPD RIJCOSX def2/J DEFGRID3
* xyz 0 1
N -0.423 -1.118 0.117
N 0.746 -0.802 -0.105
O -1.439 1.069 0.049
O 1.153 0.963 -0.146
S -1.703 -0.319 -0.210
H 1.402 -1.079 0.615
H 0.265 1.285 -0.320
*
```

Values from the calculation:
E_LUMO (spin up / spin down) in eV: -1.1428 / -1.1427
E in eV: -17937.8707
Max |F| in eV Å⁻¹: 5.52
HOMO-LUMO gap (spin up / spin down) in Ha: 0.3005 / 0.3005
Energy relative to the best compared isomer or geometry (same formula, charge and spin) in eV: 2.703
M in g mol⁻¹: 94.09

(9)
# H2N2O3S

An isolated molecule of H2N2O3S at a distorted geometry (the ωB97M-V functional and the def2-TZVPD basis, the Open Molecules 2025 dataset).

Geometry as ORCA input:
```
! wB97M-V def2-TZVPD RIJCOSX def2/J DEFGRID3
* xyz 0 1
N -0.141 -0.254 -0.288
N -1.841 1.099 -1.727
O -2.575 2.051 -1.616
O -1.033 0.940 -2.609
O -2.271 -1.399 -0.363
S -1.738 -0.051 -0.098
H 0.581 0.272 0.099
H -0.011 -1.183 -0.367
*
```

Values from the calculation:
E_LUMO in eV: -0.1210
E in eV: -19986.0857
Max |F| in eV Å⁻¹: 4.04
HOMO-LUMO gap in Ha: 0.3637
Energy relative to the best compared isomer or geometry (same formula, charge and spin) in eV: 1.804
M in g mol⁻¹: 110.09

(10)
# H2N2O3S

A cluster of 2 separate species, H2N2O3S in total at a distorted geometry (the ωB97M-V functional and the def2-TZVPD basis, the Open Molecules 2025 dataset).

Geometry as ORCA input:
```
! wB97M-V def2-TZVPD RIJCOSX def2/J DEFGRID3
* xyz 0 1
N -0.835 -0.705 -0.505
N 0.373 -0.656 -0.258
O 1.103 -2.148 -0.261
O 1.162 1.451 1.866
O -0.156 1.995 -0.167
S 1.093 1.529 0.438
H -1.369 -1.548 -0.805
H -1.372 0.082 -0.307
*
```

Values from the calculation:
E_LUMO (spin up / spin down) in eV: -1.3055 / -1.3054
E in eV: -19984.7523
Max |F| in eV Å⁻¹: 7.80
HOMO-LUMO gap (spin up / spin down) in Ha: 0.3312 / 0.3312
Energy relative to the best compared isomer or geometry (same formula, charge and spin) in eV: 3.137
M in g mol⁻¹: 110.09